Record 1
The following is a DFT calculation (the ωB97M-V functional and the def2-TZVPD basis) of a cluster of 2 separate species, C2H6NO3 in total.

Atoms and positions in Å:
O  0.09068  -0.89619  -1.16460
C  0.24600  -1.37516  -0.02848
O  0.54115  -2.52613  0.34616
C  -0.08450  -0.39660  1.14765
N  0.10196  1.02023  0.79029
H  0.47311  -0.65367  2.05152
H  -1.13790  -0.54908  1.39367
H  0.13867  1.60696  1.61164
H  0.96870  1.08185  0.26662
H  -0.49280  2.34268  -0.54850
H  -0.02841  3.55685  -1.35773
O  -0.83127  3.10279  -1.08451

Atomic forces in eV per Å
O 0.352 -0.038 -0.284
C -0.442 0.279 0.611
O 0.143 -0.211 -0.136
C -0.210 0.223 0.144
N -0.030 -0.016 -0.435
H 0.205 -0.216 -0.113
H -0.110 -0.052 -0.059
H 0.243 0.014 0.085
H 0.060 0.123 0.155
H -0.565 -0.001 -0.175
H -0.082 0.006 -0.090
O 0.435 -0.109 0.296

Total charge   -1
Energy above the lowest of the compared OMol25 structures with the same formula, charge and spin   0.7006 eV
LUMO level   0.14449 Ha
Spin multiplicity   1

Record 2
The following is a DFT calculation (the ωB97M-V functional and the def2-TZVPD basis) of a structure of composition C2H6NO3P2 in a non-equilibrium geometry.

Atoms and positions in Å:
C  -0.48102  0.41754  0.75487
C  -0.76466  0.05719  -0.69422
N  0.97740  -0.09199  1.03914
O  0.21851  -2.60931  0.06756
O  -0.10042  0.30083  -3.24964
O  -0.65542  1.75642  0.91001
P  -0.68734  -2.23475  -1.01718
P  0.45789  0.65848  -1.96072
H  -1.07492  -0.07787  1.48379
H  -1.78275  0.16085  -0.77542
H  1.44963  0.23636  1.90965
H  0.94016  -1.09580  1.03895
H  1.57199  0.30554  0.19730
H  -0.06905  2.21652  0.29591

Atomic forces in eV per Å
C 0.825 -0.377 -1.190
C 2.668 -2.423 0.322
N 1.445 3.010 -1.111
O 0.236 -0.296 0.286
O -0.387 -0.340 -1.497
O 0.825 0.504 0.908
P -0.144 2.123 0.079
P -0.514 -0.062 1.680
H -0.631 -0.447 0.545
H -2.510 0.491 -1.069
H -0.749 -0.102 -0.556
H 0.206 -1.138 -0.367
H -0.994 -1.335 2.047
H -0.277 0.394 -0.077

Total charge   +1
Energy above the lowest of the compared OMol25 structures with the same formula, charge and spin   1.6469 eV
LUMO level   -0.21653 Ha
Spin multiplicity   1

Record 3
The following is a DFT calculation (the ωB97M-V functional and the def2-TZVPD basis) of a structure of composition C2H6NO3S in a non-equilibrium geometry.

Atoms and positions in Å:
C  -0.11454  -0.64302  -1.14751
C  0.68900  0.54175  1.20310
N  -0.15167  -0.96298  0.32708
O  -1.71900  -1.26791  2.28393
O  -2.06110  0.92147  0.89845
O  0.45428  1.63315  0.62887
S  -1.75701  -0.76391  0.91943
H  0.01933  0.42670  -1.14630
H  0.78398  -1.22619  -1.47632
H  -0.98594  -0.97658  -1.60589
H  1.60401  0.08709  1.26277
H  0.07534  0.32373  2.14497
H  -1.29245  1.47826  1.01309

Atomic forces in eV per Å
C 2.318 -0.685 2.990
C -3.868 -0.302 1.596
N -1.558 1.321 0.415
O 0.024 0.323 0.858
O -1.367 -1.864 0.226
O 0.424 0.533 -0.646
S 0.963 0.156 -2.043
H 0.131 0.597 -0.968
H -0.756 0.764 -0.312
H -1.569 -0.475 -1.175
H 2.819 -0.978 -0.188
H 0.945 0.148 -0.643
H 1.493 0.462 -0.110

Total charge   -1
Energy above the lowest of the compared OMol25 structures with the same formula, charge and spin   2.8637 eV
LUMO level   0.14442 Ha
Spin multiplicity   1

Record 4
The following is a DFT calculation (the ωB97M-V functional and the def2-TZVPD basis) of a cluster of 2 separate species, C2H6NO4S in total in a non-equilibrium geometry.

Atoms and positions in Å:
C  -0.48729  0.52217  0.17921
C  -1.59376  -0.20909  0.01144
N  -2.94692  0.43044  0.18794
H  -0.40667  1.44627  -0.40393
H  0.36288  0.21929  0.80335
H  -1.57286  -1.24194  -0.30913
H  -3.15161  0.98810  -0.65010
H  -3.65882  -0.29750  0.22097
H  -2.91309  1.00171  1.02637
O  4.47765  -1.44061  -0.35184
S  3.29315  -0.56920  -0.21466
O  2.75703  -0.64444  1.18132
O  2.20732  -1.04142  -1.14357
O  3.63298  0.83620  -0.53738

Atomic forces in eV per Å
C 0.454 0.436 -0.397
C 0.688 -0.992 0.744
N 0.386 -0.033 -2.370
H -0.219 0.860 1.349
H 0.791 -0.728 -1.347
H -0.470 -0.391 1.148
H -0.267 0.409 0.360
H -0.010 0.075 0.384
H -0.241 -0.016 -0.025
O -0.196 -0.047 0.006
S 0.009 0.272 0.021
O -0.391 0.060 0.162
O -0.443 0.026 -0.020
O -0.090 0.069 -0.017

Total charge   -1
Energy above the lowest of the compared OMol25 structures with the same formula, charge and spin   5.7185 eV
LUMO level   0.02608 Ha
Spin multiplicity   1

Record 5
The following is a DFT calculation (the ωB97M-V functional and the def2-TZVPD basis) of a cluster of 2 separate species, C2H6NOS in total in a non-equilibrium geometry.

Atoms and positions in Å:
C  2.98978  -1.29364  0.27322
C  -1.18932  0.31690  0.39962
N  -1.44817  1.58633  0.37537
O  -0.16079  -0.30576  0.12399
S  2.64721  0.17424  -0.28359
H  0.74280  0.21529  -0.15491
H  -2.01930  -0.30176  0.83900
H  3.95070  -1.34192  0.70596
H  -2.41295  1.76677  0.63795
H  2.37195  -2.23241  0.06635
H  -0.93983  2.49986  0.01804

Atomic forces in eV per Å
C -1.383 -0.750 -1.338
C -1.930 -0.323 1.374
N -0.100 3.246 -0.860
O 2.168 -0.116 -0.780
S -0.116 0.489 0.206
H -0.575 -1.019 -0.047
H 0.726 0.500 -0.675
H 0.971 -0.769 0.545
H 0.248 0.329 0.006
H 0.773 1.450 0.731
H -0.782 -3.036 0.840

Total charge   +1
Energy above the lowest of the compared OMol25 structures with the same formula, charge and spin   0.0996 eV
LUMO level   -0.17411 Ha
Spin multiplicity   1

Record 6
The following is a DFT calculation (the ωB97M-V functional and the def2-TZVPD basis) of the ion C2H6NOS2 with charge +1 in a non-equilibrium geometry.

Atoms and positions in Å:
N  -1.01655  -0.76104  0.93021
C  -0.45343  -0.61810  -0.49076
O  -0.37867  0.75132  -0.70654
C  0.85814  1.29228  -0.56919
S  1.67956  0.23078  0.77694
S  1.28878  -1.30063  -0.56689
H  -0.98347  -1.61997  1.40115
H  -1.93834  -0.31089  0.96269
H  -0.27591  -0.35238  1.47460
H  -1.06993  -1.09714  -1.48412
H  1.49269  1.44520  -1.53025
H  0.79713  2.34056  -0.19783

Atomic forces in eV per Å
N -0.833 0.769 -1.967
C 0.030 -1.720 -3.857
O -2.058 -0.829 -0.376
C 3.130 2.508 0.726
S 1.129 0.952 -1.688
S -1.393 -0.044 1.051
H -0.766 -2.632 -0.129
H 0.355 0.024 0.476
H 0.611 1.938 0.607
H 1.168 1.024 3.555
H -0.985 -1.209 1.472
H -0.388 -0.782 0.131

Total charge   +1
Energy above the lowest of the compared OMol25 structures with the same formula, charge and spin   0.4282 eV
LUMO level   -0.14718 Ha
Spin multiplicity   1

Record 7
The following is a DFT calculation (the ωB97M-V functional and the def2-TZVPD basis) of an isolated molecule of C2H6NP in a non-equilibrium geometry.

Atoms and positions in Å:
C  1.05967  -0.82888  -0.11076
N  -0.03247  -0.26596  0.62292
C  -0.51623  0.99203  -0.11892
P  -1.67448  -0.44137  -0.05511
H  0.81467  -1.84595  -0.22484
H  1.34857  -0.43854  -1.01739
H  2.04873  -0.69294  0.47427
H  -0.71053  1.87841  0.43808
H  -0.03104  1.45172  -1.04573
H  -2.30689  0.19149  1.03748

Atomic forces in eV per Å
C 1.961 -0.944 2.928
N -1.077 3.371 -1.061
C 0.581 -0.169 -0.772
P 0.887 0.931 -0.332
H 0.442 -1.613 -0.229
H -0.203 1.190 -2.470
H -1.590 -0.520 -0.389
H -0.487 0.124 1.175
H -0.294 -1.839 0.845
H -0.221 -0.531 0.305

Energy above the lowest of the compared OMol25 structures with the same formula, charge and spin   0.9631 eV
LUMO level   0.03621 Ha
Spin multiplicity   1

Record 8
The following is a DFT calculation (the ωB97M-V functional and the def2-TZVPD basis) of a cluster of 2 separate species, C2H6NP in total in a non-equilibrium geometry.

Atoms and positions in Å:
C  -1.01462  -0.49037  -0.34444
C  0.17637  0.41480  -0.08727
N  -2.08878  -0.27572  0.27332
P  1.86660  -0.37242  0.03859
H  -0.76412  -1.28670  -1.08744
H  0.16829  1.15782  -1.45141
H  0.18168  1.10900  0.84110
H  -2.89898  -0.78433  -0.04525
H  1.83049  -0.39565  1.43658
H  2.54307  0.92356  0.42623

Atomic forces in eV per Å
C 1.326 0.349 0.344
C 0.392 2.282 -2.149
N -0.118 0.583 -0.092
P 0.731 1.713 0.355
H -0.664 0.433 0.247
H 0.178 -1.846 4.117
H -1.026 -0.812 -2.093
H -0.003 -0.710 -0.077
H -0.312 -0.873 0.520
H -0.503 -1.118 -1.173

Energy above the lowest of the compared OMol25 structures with the same formula, charge and spin   1.8772 eV
LUMO level   0.01919 Ha
Spin multiplicity   1

Record 9
The following is a DFT calculation (the ωB97M-V functional and the def2-TZVPD basis) of a cluster of 2 separate species, C2H6NP in total in a non-equilibrium geometry.

Atoms and positions in Å:
C  0.80422  -0.78395  -0.26736
C  0.82558  0.65299  -0.35857
N  -0.25926  0.02718  0.33869
P  -1.92614  0.04308  -0.14732
H  0.44366  -1.23500  -1.15145
H  1.48467  -1.43034  0.27829
H  1.86642  1.40349  0.57057
H  0.79418  1.18524  -1.18492
H  -2.24009  1.21651  0.58810
H  -2.13540  -1.16110  0.59348

Atomic forces in eV per Å
C -0.169 -0.685 0.088
C 3.742 0.488 7.345
N 1.528 0.549 -0.217
P -1.602 -0.196 0.251
H -0.231 -0.815 -1.050
H -0.160 0.469 0.455
H -2.985 -2.170 -2.566
H -0.742 2.392 -3.801
H 0.429 0.407 -0.277
H 0.190 -0.439 -0.229

Energy above the lowest of the compared OMol25 structures with the same formula, charge and spin   3.6193 eV
LUMO level (alpha / beta)   0.03104 / -0.07823 Ha
Spin multiplicity   3

Record 10
The following is a DFT calculation (the ωB97M-V functional and the def2-TZVPD basis) of a cluster of 2 separate species, C2H6NS in total in a non-equilibrium geometry.

Atoms and positions in Å:
S  5.32223  3.40489  2.58312
H  4.50169  2.29059  2.58035
C  -1.80505  -1.21326  0.31016
C  -0.90210  -1.10005  -0.66429
N  -0.92141  -0.07468  -1.70501
H  -2.24021  -0.20884  0.72986
H  -1.71714  -2.07455  0.87402
H  -0.39125  -2.00685  -1.03104
H  -0.13780  0.34116  -2.11561
H  -1.70898  0.64158  -1.56156

Atomic forces in eV per Å
S -0.549 -0.740 -0.012
H 0.546 0.741 0.003
C 0.623 4.127 0.014
C -0.645 0.419 -3.096
N -3.592 -0.036 2.360
H 0.340 -2.332 -0.802
H -0.402 -1.460 1.331
H 0.228 0.571 0.517
H 1.541 0.218 -0.151
H 1.909 -1.509 -0.165

Total charge   -1
Energy above the lowest of the compared OMol25 structures with the same formula, charge and spin   1.4465 eV
LUMO level   0.10833 Ha
Spin multiplicity   1